Density functional theory data (ωB97M-V/def2-TZVPD) for C16H21Cl3IrO as an isolated structure in a non-equilibrium geometry.

Positions of all 42 atoms, in Å:
C1 -0.379 2.431 -0.879
C2 0.331 2.336 0.317
C3 -0.222 1.325 1.173
C4 1.431 3.218 0.715
C5 -1.457 0.783 0.379
C6 -1.439 1.534 -0.896
C7 -2.473 1.329 -1.936
C8 -0.043 3.348 -2.020
C9 -0.349 1.428 2.637
C10 -2.666 0.225 0.995
Ir1 -0.120 -0.518 0.187
Cl1 3.297 0.472 2.313
Cl2 1.617 0.040 -1.337
Cl3 -0.578 -1.819 1.941
H1 2.198 3.242 -0.075
H2 1.926 2.771 1.578
H3 1.134 4.276 0.896
H4 0.647 1.567 3.021
H5 -0.671 0.459 3.020
H6 -1.018 2.252 2.942
H7 -2.444 -0.380 1.877
H8 -3.113 -0.470 0.274
H9 -3.354 1.045 1.184
H10 -3.439 1.717 -1.568
H11 -2.604 0.259 -2.136
H12 -2.245 1.854 -2.851
H13 1.040 3.510 -2.057
H14 -0.565 4.308 -1.913
H15 -0.306 2.917 -2.995
O1 -0.938 -1.129 -1.334
H16 -0.369 -0.878 -2.098
C11 1.858 -5.052 -0.199
C12 2.637 -4.175 0.544
C13 2.290 -2.798 0.664
C14 1.102 -2.395 0.022
C15 0.424 -3.271 -0.758
C16 0.722 -4.629 -0.872
H17 2.104 -6.112 -0.275
H18 3.556 -4.608 1.039
H19 2.911 -2.081 1.208
H20 -0.463 -3.092 -1.254
H21 0.029 -5.238 -1.472

Results
net charge = -2
highest occupied orbital energy (alpha / beta) = 1.0 / -1.4 eV
frontier orbital gap (alpha / beta) = 3.87 / 5.97 eV
strongest force on any atom = 6.83 eV/A
LUMO energy (alpha / beta) = 0.17882 / 0.16642 hartree
ΔE to the lowest compared entry with this formula, charge and spin = 0.0 kJ/mol
multiplicity = 6
expectation value of S² = 8.78

Atom charges from the Löwdin analysis, given in e for atoms 1 to 6: number 1, C, carries -0.287; number 2, C, carries -0.299; number 3, C, carries -0.449; number 4, C, carries -0.066; number 5, C, carries -0.577; number 6, C, carries -0.265

=====

Density functional theory data (ωB97M-V/def2-TZVPD) for C16H21CoF3N4O5S as an isolated structure.

Positions of all 51 atoms, in Å:
Co1 0.172 -0.186 0.329
O1 -0.631 -2.021 0.480
C1 0.459 -2.951 0.737
C2 1.314 -2.290 1.802
N1 1.751 -0.979 1.279
C3 2.837 -1.101 0.261
C4 2.335 -0.706 -1.119
O2 3.077 -0.415 -2.021
O3 1.028 -0.782 -1.218
C5 2.102 0.062 2.267
C6 1.817 1.431 1.622
O4 2.117 2.451 2.182
O5 1.205 1.360 0.455
H1 -1.161 -2.304 -0.278
H2 1.019 -3.093 -0.186
H3 0.055 -3.903 1.076
H4 2.162 -2.926 2.067
H5 0.729 -2.120 2.706
H6 3.180 -2.136 0.206
H7 3.693 -0.489 0.536
H8 3.154 0.009 2.550
H9 1.508 -0.045 3.174
F1 -2.689 3.097 5.694
C7 -2.581 1.769 5.643
F2 -3.795 1.241 5.840
F3 -1.795 1.373 6.654
C8 -2.007 1.300 4.324
C9 -1.570 2.193 3.367
C10 -1.024 1.693 2.198
N2 -0.895 0.383 1.963
C11 -1.356 -0.476 2.886
C12 -1.914 -0.062 4.075
H10 -1.635 3.260 3.517
H11 -0.659 2.352 1.424
H12 -1.304 -1.525 2.637
H13 -2.275 -0.790 4.788
C13 -1.200 4.007 -1.123
N3 -0.409 3.122 -1.950
C14 0.636 3.653 -2.833
C15 1.322 2.382 -3.370
N4 0.513 1.320 -2.773
C16 -0.379 1.799 -1.924
S1 -1.419 0.822 -0.928
H14 -1.564 4.835 -1.731
H15 -0.592 4.406 -0.309
H16 -2.051 3.466 -0.719
H17 1.312 4.283 -2.255
H18 0.186 4.257 -3.622
H19 2.357 2.291 -3.046
H20 1.285 2.321 -4.455
H21 0.824 0.359 -2.687

Results
net charge = +1
highest occupied orbital energy = -12.2 eV
frontier orbital gap = 8.52 eV
strongest force on any atom = 0.32 eV/A
LUMO energy = -0.13511 hartree

Atom charges from the Löwdin analysis, given in e for atoms 1 to 6: number 1, Co, carries 0.384; number 2, O, carries -0.110; number 3, C, carries -0.125; number 4, C, carries -0.113; number 5, N, carries -0.180; number 6, C, carries -0.019

=====

Density functional theory data (ωB97M-V/def2-TZVPD) for one molecule with the formula C16H21N3O2.

Positions of all 42 atoms, in Å:
C1 -1.551 -3.685 2.140
C2 -1.507 -2.512 1.537
C3 -1.760 -2.301 0.075
C4 -0.662 -1.489 -0.558
C5 0.659 -1.812 -0.318
C6 1.707 -1.065 -0.854
O1 2.961 -1.472 -0.522
C7 4.049 -0.658 -0.897
C8 1.406 0.013 -1.677
C9 0.084 0.337 -1.934
C10 -0.958 -0.385 -1.371
O2 -2.288 -0.108 -1.620
C11 -2.724 1.233 -1.554
C12 -3.173 1.630 -0.140
C13 -2.065 1.526 0.908
C14 -0.964 2.580 0.742
N1 0.338 2.015 0.991
C15 1.521 2.375 0.468
N2 2.481 1.625 0.957
C16 1.828 0.794 1.792
N3 0.534 1.003 1.842
H1 -1.371 -3.791 3.196
H2 -1.778 -4.592 1.602
H3 -1.269 -1.617 2.097
H4 -2.707 -1.773 -0.065
H5 -1.841 -3.267 -0.430
H6 0.900 -2.651 0.316
H7 4.159 -0.610 -1.986
H8 4.930 -1.133 -0.470
H9 3.942 0.351 -0.486
H10 2.185 0.609 -2.124
H11 -0.124 1.167 -2.593
H12 -3.582 1.295 -2.230
H13 -1.956 1.921 -1.919
H14 -3.567 2.649 -0.177
H15 -3.985 0.964 0.155
H16 -2.504 1.615 1.902
H17 -1.607 0.540 0.848
H18 -0.952 2.981 -0.274
H19 -1.128 3.416 1.432
H20 1.647 3.165 -0.244
H21 2.316 0.031 2.361

Results
highest occupied orbital energy = -7.9 eV
frontier orbital gap = 8.58 eV
SMILES = C=CCc1cc(OC)ccc1OCCCCn1cncn1
strongest force on any atom = 0.91 eV/A
LUMO energy = 0.02604 hartree
ΔE to the lowest compared entry with this formula, charge and spin = 360.7 kJ/mol

Atom charges from the Löwdin analysis, given in e for atoms 1 to 6: number 1, C, carries 0.003; number 2, C, carries -0.190; number 3, C, carries -0.138; number 4, C, carries -0.159; number 5, C, carries 0.048; number 6, C, carries -0.289

=====

Density functional theory data (ωB97M-V/def2-TZVPD) for one molecule with the formula C16H21N3O3 in a non-equilibrium geometry.

Positions of all 43 atoms, in Å:
C1 5.439 2.883 5.038
O1 4.180 3.167 4.475
C2 3.556 2.205 3.748
C3 4.066 0.930 3.506
C4 3.341 0.029 2.751
C5 2.101 0.380 2.226
C6 1.341 -0.563 1.437
N1 1.737 -1.777 1.145
O2 0.731 -2.312 0.399
C7 -0.213 -1.368 0.291
C8 -1.448 -1.618 -0.502
N2 -1.139 -1.461 -1.914
C9 -0.554 -2.662 -2.471
C10 -2.191 -0.877 -2.730
C11 -3.564 -1.565 -2.647
C12 -4.538 -0.843 -3.581
O3 -4.656 0.524 -3.268
C13 -3.422 1.195 -3.371
C14 -2.374 0.613 -2.420
N3 0.107 -0.278 0.911
C15 1.591 1.656 2.468
C16 2.310 2.556 3.220
H1 6.181 2.653 4.267
H2 5.383 2.053 5.749
H3 5.736 3.788 5.565
H4 5.024 0.632 3.901
H5 3.728 -0.959 2.559
H6 -1.830 -2.625 -0.267
H7 -2.177 -0.872 -0.192
H8 -1.250 -3.514 -2.487
H9 -0.221 -2.460 -3.488
H10 0.313 -2.943 -1.876
H11 -1.836 -0.955 -3.766
H12 -3.491 -2.613 -2.940
H13 -3.948 -1.511 -1.627
H14 -5.545 -1.256 -3.489
H15 -4.200 -0.960 -4.624
H16 -3.631 2.239 -3.128
H17 -3.053 1.138 -4.408
H18 -1.426 1.135 -2.537
H19 -2.719 0.752 -1.396
H20 0.630 1.921 2.057
H21 1.933 3.547 3.418

Results
highest occupied orbital energy = -8.4 eV
frontier orbital gap = 9.23 eV
SMILES = COc1ccc(-c2noc(CN(C)C3CCOCC3)n2)cc1
strongest force on any atom = 1.23 eV/A
LUMO energy = 0.03172 hartree
ΔE to the lowest compared entry with this formula, charge and spin = 402.1 kJ/mol

Atom charges from the Löwdin analysis, given in e for atoms 1 to 6: number 1, C, carries -0.088; number 2, O, carries -0.081; number 3, C, carries -0.274; number 4, C, carries -0.014; number 5, C, carries -0.016; number 6, C, carries -0.175

=====

Density functional theory data (ωB97M-V/def2-TZVPD) for C16H21N4O2Re as an isolated structure in a non-equilibrium geometry.

Positions of all 44 atoms, in Å:
C1 -3.387 1.695 1.293
Re1 -2.444 2.183 -1.227
N1 -0.917 2.890 -2.244
N2 -4.143 3.325 -1.326
H1 -0.911 2.405 -3.116
H2 -2.693 2.415 1.036
H3 -2.742 1.163 2.031
H4 -3.824 0.974 0.696
H5 -4.163 2.396 1.664
H6 -4.544 3.242 -2.212
H7 -3.959 4.315 -1.198
H8 -4.902 3.146 -0.675
H9 -0.987 3.880 -2.431
H10 -0.019 2.701 -1.754
O1 -2.859 -1.171 -0.670
C2 -1.685 -0.823 -0.556
N3 -0.605 -1.621 -0.257
C3 0.600 -0.869 0.020
C4 0.121 0.538 -0.374
O2 0.823 1.553 -0.425
N4 -1.220 0.521 -0.709
C5 0.923 -0.987 1.531
C6 0.937 0.121 2.377
C7 1.232 -0.052 3.729
C8 1.505 -1.317 4.238
C9 1.475 -2.435 3.392
C10 1.187 -2.272 2.030
C11 1.714 -1.277 -0.917
C12 3.010 -1.553 -0.456
C13 3.986 -1.994 -1.383
C14 3.644 -2.110 -2.744
C15 2.360 -1.784 -3.169
C16 1.406 -1.362 -2.263
H11 -0.736 -2.620 -0.047
H12 0.747 1.102 1.962
H13 1.246 0.813 4.363
H14 1.743 -1.456 5.283
H15 1.674 -3.443 3.759
H16 1.189 -3.145 1.347
H17 3.274 -1.433 0.620
H18 4.997 -2.235 -1.003
H19 4.417 -2.455 -3.434
H20 2.112 -1.862 -4.204
H21 0.416 -1.102 -2.578

Results
net charge = +1
highest occupied orbital energy (alpha / beta) = -11.4 / -11.2 eV
frontier orbital gap (alpha / beta) = 7.99 / 7.34 eV
strongest force on any atom = 4.96 eV/A
LUMO energy (alpha / beta) = -0.12601 / -0.14029 hartree
multiplicity = 4
expectation value of S² = 3.76

Atom charges from the Löwdin analysis, given in e for atoms 1 to 6: number 1, C, carries -0.074; number 2, Re, carries 1.270; number 3, N, carries -0.083; number 4, N, carries -0.077; number 5, H, carries 0.066; number 6, H, carries -0.049